(1)
A 2-piece molecular cluster, C3H4ClNOS overall in a non-equilibrium geometry, computed with ωB97M-V/def2-TZVPD.

Last column: Löwdin charge in e.
Positions of all 11 atoms, in Å:
C 0.3623 1.6335 0.2662  -0.306
C 1.0652 -0.4994 -0.7009  -0.171
C 0.0710 0.2812 0.0472  -0.556
N 0.7017 2.7464 0.4006  0.185
O -2.5209 0.7063 0.4654  -0.518
S -1.7336 -0.1423 -0.3606  0.626
Cl -1.8912 -2.0702 0.6281  0.152
H 2.1863 -0.0211 -0.5635  0.152
H 1.2674 -1.5843 -0.3736  0.095
H 0.6605 -0.6940 -1.7479  0.096
H -0.1687 -0.3559 1.9390  0.245

Its LUMO energy (spin up / spin down) is -0.07745 / -0.05954 hartree. The HOMO-LUMO gap (spin up / spin down) is 8.295 / 8.328 eV. As for the net charge: 0. The value obtained for the relative energy (zero: lowest compared OMol25 entry of this formula, charge and spin) is 490.91 kJ/mol.


(2)
C3H4ClNOS as an isolated structure in a non-equilibrium geometry, computed with ωB97M-V/def2-TZVPD.

Last column: Löwdin charge in e.
Positions of all 11 atoms, in Å:
C -1.7697 0.8436 -0.0197  -0.538
C 0.8129 0.0758 -0.0597  -0.512
C 2.0113 -0.5726 0.1880  -0.695
H -4.4721 -0.3443 0.2667  0.186
H -1.4295 1.8273 0.3137  0.095
H 1.0187 1.0063 -0.5786  0.053
H 2.2506 -1.8392 0.5720  0.170
N -3.0328 0.8481 0.1837  -0.095
O -3.4648 -0.4624 -0.1460  -0.213
S -0.8593 -0.6080 -0.0472  0.960
Cl 3.4708 0.2799 -0.0346  0.589

Its LUMO energy is 0.02400 hartree. The HOMO-LUMO gap is 9.252 eV. As for the net charge: 0. The value obtained for the relative energy (zero: lowest compared OMol25 entry of this formula, charge and spin) is 391.55 kJ/mol.


(3)
One molecule with the formula C3H4ClNOS2 in a non-equilibrium geometry, computed with ωB97M-V/def2-TZVPD.

Last column: Löwdin charge in e.
Positions of all 12 atoms, in Å:
O 1.8043 -1.9746 -0.5967  0.026
C 1.0783 -1.1375 -0.1339  -0.795
C 1.1966 0.4077 -0.7702  -0.490
Cl 1.3652 1.9423 0.2838  0.509
S 0.1779 -1.1699 1.3322  0.961
C -0.8543 0.3403 1.3959  -0.576
N -1.9303 0.6570 0.7203  -0.515
S -2.7203 0.0279 -0.5306  0.777
H 2.1368 0.3740 -1.5348  0.114
H 0.2711 0.4811 -1.5277  0.093
H -0.4404 1.2162 1.9117  0.033
H -2.0849 -1.1645 -0.5500  -0.139

The SMILES is O=C(CCl)S/C=N\S. Its LUMO energy is -0.00238 hartree. The HOMO-LUMO gap is 9.425 eV. As for the net charge: 0. The value obtained for the relative energy (zero: lowest compared OMol25 entry of this formula, charge and spin) is 253.36 kJ/mol.


(4)
One molecule with the formula C3H4ClNS in a non-equilibrium geometry, computed with ωB97M-V/def2-TZVPD.

Last column: Löwdin charge in e.
Positions of all 10 atoms, in Å:
Cl -1.0963 1.2888 1.3710  0.530
C 0.3153 0.3098 0.5634  -0.611
C 0.0316 -1.0601 0.8431  -0.373
N -0.3753 -1.8968 -0.0743  -0.191
S 0.0002 -1.1924 -1.7473  0.769
C 0.0344 0.5206 -1.0795  -0.520
H 1.2526 0.7162 0.8381  0.079
H -0.2678 -1.1012 1.8733  0.090
H 1.0793 1.2026 -1.3936  0.135
H -0.9741 1.2124 -1.1941  0.090

The SMILES is Cl[C@H]1C=NSC1. Its LUMO energy is -0.00154 hartree. The HOMO-LUMO gap is 9.047 eV. As for the net charge: 0. The value obtained for the relative energy (zero: lowest compared OMol25 entry of this formula, charge and spin) is 198.55 kJ/mol.


(5)
One molecule with the formula C3H4ClNS in a non-equilibrium geometry, computed with ωB97M-V/def2-TZVPD.

Last column: Löwdin charge in e.
Positions of all 10 atoms, in Å:
N -0.2625 -2.2542 -0.5213  0.138
C 0.4664 -1.5860 0.0575  -0.292
C 1.0100 -0.3903 0.8804  -0.418
S 0.3818 1.1340 -0.0029  0.775
C -1.1216 0.4790 -0.7770  -0.896
Cl -2.4786 0.0808 0.3796  0.475
H 0.4902 -0.3739 1.8747  0.077
H 2.1822 -0.3402 0.9139  0.109
H -0.8463 -0.3747 -1.3881  -0.002
H -1.4825 1.2242 -1.4929  0.033

The SMILES is N#CCSCCl. Its LUMO energy is 0.01806 hartree. The HOMO-LUMO gap is 10.208 eV. As for the net charge: 0. The value obtained for the relative energy (zero: lowest compared OMol25 entry of this formula, charge and spin) is 59.48 kJ/mol.


(6)
C3H4ClNS2 as an isolated structure in a non-equilibrium geometry, computed with ωB97M-V/def2-TZVPD.

Last column: Löwdin charge in e.
Positions of all 11 atoms, in Å:
C -0.0255 1.9972 -0.0379  -0.153
C 0.5054 0.6661 -0.0150  -0.769
C -0.2972 -0.5016 -0.0552  -1.136
H -1.9579 1.4662 0.1507  -0.079
H -1.6406 3.2490 0.1910  0.144
H 0.7050 2.7770 -0.1542  0.109
H 1.6022 -1.9609 -0.0542  -0.160
N -1.3448 2.2509 0.0261  0.080
S 0.2672 -2.1353 0.0236  0.736
S -2.0219 -0.5500 -0.0146  0.572
Cl 2.2167 0.5122 0.0111  0.656

Its LUMO energy is -0.01964 hartree. The HOMO-LUMO gap is 7.834 eV. As for the net charge: 0. The value obtained for the relative energy (zero: lowest compared OMol25 entry of this formula, charge and spin) is 33.21 kJ/mol.


(7)
One molecule with the formula C3H4ClOP in a non-equilibrium geometry, computed with ωB97M-V/def2-TZVPD.

Last column: Löwdin charge in e.
Positions of all 10 atoms, in Å:
C 1.3577 -0.4642 1.6538  -0.562
C 0.3419 -0.5829 0.5043  -0.392
C 0.5161 0.5161 -0.5361  -0.371
O 1.6306 0.3324 -1.3426  -0.598
P 3.0311 -0.0958 -0.7632  0.846
Cl 1.5206 -1.9399 2.5214  0.548
H 0.3809 -1.6102 0.0757  0.092
H -0.6872 -0.3880 1.1775  0.184
H -0.4520 0.6006 -1.2453  0.166
H 0.5330 1.4233 0.0020  0.088

Its LUMO energy (spin up / spin down) is -0.04704 / -0.03379 hartree. The HOMO-LUMO gap (spin up / spin down) is 6.416 / 6.932 eV. As for the net charge: 0. The value obtained for the relative energy (zero: lowest compared OMol25 entry of this formula, charge and spin) is 446.43 kJ/mol.


(8)
C3H4CrO4 as an isolated structure in a non-equilibrium geometry, computed with ωB97M-V/def2-TZVPD.

Last column: Löwdin charge in e.
Positions of all 12 atoms, in Å:
O 0.2296 -2.6174 -0.8883  0.195
C 0.0395 -1.4225 -1.0362  -0.641
C 1.1773 -0.3047 1.4953  0.151
O -1.0734 -0.8088 -1.0547  -0.073
O 1.1512 -0.6130 -0.8448  0.013
C 1.1728 0.2101 0.2542  -0.200
H 1.3909 -1.3621 1.6659  0.115
H 1.1988 0.3594 2.3602  0.095
H 1.2838 1.2781 0.0400  0.134
O -1.8426 2.4955 0.4965  -0.231
H -2.6694 2.9188 0.7214  0.056
Cr -1.5633 0.8851 -0.2512  1.387

As for the spin multiplicity: 4. Its LUMO energy (spin up / spin down) is -0.33009 / -0.27268 hartree. The HOMO-LUMO gap (spin up / spin down) is 5.527 / 7.260 eV. As for the net charge: +1. The value obtained for the relative energy (zero: lowest compared OMol25 entry of this formula, charge and spin) is 13.82 kJ/mol.


Question: What is the relative energy (zero: lowest compared OMol25 entry of this formula, charge and spin) in the sixth record?
Answer: 33.21 kJ/mol


Question: What is the relative energy (zero: lowest compared OMol25 entry of this formula, charge and spin) in the sixth record?
Answer: 33.21 kJ/mol


Question: The lowest relative energy (zero: lowest compared OMol25 entry of this formula, charge and spin) belongs to which entry?
Answer: C3H4CrO4